{
  "formula": "C7H15NO2",
  "method": "ωB97M-V/def2-TZVPD",
  "gap_ev": 8.244,
  "smiles": "CC(=O)NO.CC=C(C)C",
  "largest_force_ev_per_a": 4.5,
  "lumo_ev": 0.6,
  "elements": ["C", "N", "C", "O", "O", "H", "H", "H", "H", "H", "C", "C", "C", "C", "C", "H", "H", "H", "H", "H", "H", "H", "H", "H", "H"],
  "positions_angstrom": [[-2.3508, -0.0722, -0.7908], [-0.7113, -1.5008, 0.4244], [-1.5274, -0.2973, 0.4559], [-1.0769, -2.6449, -0.3411], [-1.9133, 0.1095, 1.5549], [-1.8266, -3.0329, 0.1431], [-0.2369, -1.6671, 1.3089], [-2.2192, 0.9420, -1.1663], [-2.1557, -0.7240, -1.6420], [-3.4112, -0.1768, -0.5489], [1.0555, 1.1620, 1.4661], [0.2343, 2.0789, -0.7404], [2.2197, -1.1618, -0.2158], [0.6218, 0.8529, 0.0540], [1.0679, -0.2874, -0.6058], [0.8019, -0.3715, -1.6570], [1.2143, 0.2623, 2.0648], [0.2785, 1.7490, 1.9639], [1.9908, 1.7313, 1.4834], [-0.0398, 1.8375, -1.7701], [1.0448, 2.8154, -0.7520], [-0.6364, 2.5590, -0.2831], [2.4210, -1.1474, 0.8561], [2.0333, -2.1925, -0.5261], [3.1217, -0.8232, -0.7360]],
  "atomic_forces_ev_per_a": [[0.1, 0.7, -0.7], [-0.5, 0.1, 0.1], [-2.6, -3.4, 1.4], [-0.3, 0.9, 1.1], [1.6, 0.5, -1.7], [0.2, 0.0, -0.3], [-0.4, -0.6, -0.2], [0.0, 0.1, 0.2], [0.4, -0.2, 0.3], [0.2, 0.0, 0.3], [-0.2, -0.2, 0.0], [-1.0, -0.3, 0.2], [-0.8, -0.5, 0.4], [2.8, -0.9, -1.5], [0.6, 3.6, 0.4], [-0.2, 0.0, 0.0], [0.0, 0.0, 0.0], [0.1, 0.0, 0.0], [-0.1, 0.1, 0.0], [0.2, 0.0, 0.0], [0.0, -0.2, 0.0], [0.0, 0.2, 0.0], [0.0, 0.0, 0.0], [0.1, -0.1, 0.1], [-0.1, 0.1, 0.0]],
  "mulliken_charge": [-1.22, -0.25, 0.86, -0.43, -0.59, 0.34, 0.28, 0.26, 0.36, 0.38, -1.49, -1.61, -1.39, 1.26, -0.29, 0.36, 0.35, 0.36, 0.38, 0.37, 0.36, 0.34, 0.29, 0.36, 0.37]
}

=====

{
  "formula": "C7H15NO2",
  "method": "ωB97M-V/def2-TZVPD",
  "gap_ev": 9.690,
  "smiles": "C=C(C)OC.CC(C)=NO",
  "largest_force_ev_per_a": 4.2,
  "lumo_ev": 0.9,
  "elements": ["C", "C", "C", "C", "O", "H", "H", "H", "H", "H", "H", "H", "H", "C", "C", "C", "O", "N", "H", "H", "H", "H", "H", "H", "H"],
  "positions_angstrom": [[-2.8288, 0.3812, 0.7294], [-0.1063, 2.1189, -0.9260], [-0.6153, 1.4477, 0.3199], [-0.6196, 2.1159, 1.4802], [-1.6639, 0.5224, -0.0409], [-3.2967, -0.5665, 0.4622], [-2.6367, 0.3866, 1.8073], [-3.5141, 1.2051, 0.4958], [0.4992, 2.9924, -0.7030], [-0.9018, 2.3482, -1.6320], [0.5816, 1.4293, -1.4115], [-1.2141, 1.8504, 2.3357], [-0.2417, 3.1216, 1.5323], [0.1398, -1.9579, 0.5483], [2.5776, -1.9380, -0.0660], [1.2194, -1.3085, -0.2637], [1.9086, -0.6067, -2.3474], [0.8885, -0.8110, -1.4196], [1.5096, -0.0241, -3.0074], [-0.8309, -1.5572, 0.2747], [0.3288, -1.7728, 1.6057], [0.0824, -3.0276, 0.3544], [3.3457, -1.3875, -0.6036], [2.5805, -2.9310, -0.5181], [2.8080, -2.0308, 0.9932]],
  "atomic_forces_ev_per_a": [[0.1, 0.5, 0.5], [1.1, -1.0, -0.1], [-3.9, 1.6, -0.4], [-0.3, -0.4, -0.1], [2.4, 0.2, 0.0], [0.1, 0.0, -0.1], [0.0, -0.1, -0.1], [0.0, -0.1, 0.1], [-0.2, 0.2, 0.2], [-0.1, 0.0, 0.2], [-0.1, 0.0, -0.3], [-0.1, -0.4, 0.1], [0.8, -0.1, 0.0], [-0.6, 1.0, 0.2], [0.3, 0.7, 0.0], [0.6, -1.9, -3.1], [0.5, -0.1, 0.6], [-0.8, 0.0, 1.4], [-0.1, -0.2, 0.2], [0.0, 0.2, 0.1], [-0.1, -0.2, 0.1], [0.4, -0.1, 0.0], [0.1, 0.1, 0.2], [-0.2, -0.1, 0.1], [0.2, 0.0, 0.0]],
  "mulliken_charge": [-0.85, -0.72, 0.82, -1.01, -0.26, 0.24, 0.34, 0.31, 0.38, 0.25, -0.01, 0.28, 0.24, -0.97, -1.34, 0.86, -0.42, -0.32, 0.34, 0.07, 0.31, 0.39, 0.39, 0.32, 0.36]
}

=====

{
  "formula": "C7H15NO2S",
  "method": "ωB97M-V/def2-TZVPD",
  "gap_ev": 9.552,
  "largest_force_ev_per_a": 4.7,
  "lumo_ev": 0.3,
  "elements": ["C", "C", "C", "C", "C", "C", "C", "N", "O", "O", "S", "H", "H", "H", "H", "H", "H", "H", "H", "H", "H", "H", "H", "H", "H", "H"],
  "positions_angstrom": [[-1.4429, 1.7810, -0.6826], [-1.9811, 0.5321, -1.4798], [0.0178, 1.4035, -0.3794], [-1.4169, -0.7045, -0.9176], [2.5125, -0.0540, 1.7087], [2.0924, -1.1867, 0.6433], [1.2318, -0.6214, -0.4075], [0.0688, 0.0720, 0.1744], [-1.4595, -1.7618, 1.4738], [-3.5407, -0.6701, 0.5329], [-2.4950, -1.6387, 0.1849], [-1.6075, 2.7711, -1.1394], [-1.8618, 1.8545, 0.2659], [-3.0678, 0.6355, -1.3323], [-1.6784, 0.6272, -2.5287], [0.5830, 1.3915, -1.3018], [0.3403, 2.1830, 0.3006], [-0.8083, -1.2634, -1.5265], [3.3964, -0.4368, 2.0565], [2.7413, 0.8560, 1.1336], [1.8084, 0.1503, 2.4307], [1.7671, -1.9856, 1.2659], [2.9146, -1.6496, 0.1418], [1.7949, 0.1842, -1.0269], [0.8695, -1.3662, -1.1366], [-0.7788, -1.1029, 1.5461]],
  "atomic_forces_ev_per_a": [[1.5, -1.1, -1.2], [-0.8, 1.8, 0.0], [-1.4, 0.8, -0.5], [1.4, 2.9, 3.4], [0.2, -0.7, -4.7], [0.9, 1.5, 1.7], [-0.5, 0.9, -1.2], [-2.3, -1.2, -2.2], [-1.7, -1.8, -0.6], [0.0, -0.3, -0.1], [0.6, 0.6, 1.6], [0.3, -0.6, -0.3], [-1.4, -0.2, 1.7], [0.2, -0.6, -0.5], [-0.3, 0.1, 0.1], [0.3, 0.7, -0.3], [0.7, -0.1, 0.3], [0.9, -1.5, -1.4], [2.2, -0.5, 1.6], [-0.1, -0.1, 0.3], [-1.6, 0.2, 1.5], [-1.4, -0.8, 0.1], [1.2, 0.1, -0.2], [-0.3, -1.7, 1.0], [0.7, 0.0, 0.3], [0.7, 1.5, -0.6]],
  "mulliken_charge": [-0.87, -0.89, -0.77, -0.17, -1.20, -0.91, -0.33, -0.31, -0.48, -0.56, 0.51, 0.42, 0.39, 0.39, 0.35, 0.46, 0.30, 0.69, 0.45, 0.28, 0.33, 0.38, 0.44, 0.36, 0.25, 0.47]
}

=====

{
  "formula": "C7H15NO3P",
  "method": "ωB97M-V/def2-TZVPD",
  "gap_ev": [5.763, 9.008],
  "largest_force_ev_per_a": 4.9,
  "charge": 1,
  "lumo_ev": [-6.9, -4.8],
  "elements": ["C", "C", "C", "C", "C", "C", "C", "N", "O", "O", "O", "P", "H", "H", "H", "H", "H", "H", "H", "H", "H", "H", "H", "H", "H", "H", "H"],
  "positions_angstrom": [[0.0703, 0.3440, -2.6319], [1.3358, -0.1190, -2.1105], [0.9858, 0.7157, 1.6666], [-0.3965, 0.9710, 0.9741], [-1.6080, 1.0817, 2.0377], [-0.3778, 2.3570, 0.3359], [-0.3698, -3.4649, -0.3792], [-0.6430, 0.0136, 0.0730], [1.2234, -1.3009, -1.3741], [1.4973, -0.4847, 1.1343], [0.2453, -2.6161, 0.5730], [0.4757, -1.1333, 0.0998], [-0.0894, 1.4309, -2.8994], [-0.6510, -0.4403, -2.7786], [2.0170, -0.3206, -2.8688], [1.9191, 0.5689, -1.4223], [1.5628, 1.6640, 1.5304], [0.8819, 0.5277, 2.7729], [-0.9924, 1.3730, 3.0066], [-2.1050, 0.1055, 2.1639], [-2.2816, 1.7830, 1.7069], [-0.2589, 3.1357, 1.0243], [-1.3524, 2.4757, -0.2260], [0.3598, 2.3907, -0.5321], [-1.4252, -3.5197, -0.1372], [0.1615, -4.4249, -0.2906], [-0.1845, -3.1137, -1.4490]],
  "atomic_forces_ev_per_a": [[-0.5, 1.7, 1.1], [1.0, 1.7, 2.3], [-1.1, 1.2, 2.0], [-0.2, 2.9, 3.1], [3.8, -2.0, 2.1], [-0.9, -0.9, -3.9], [0.2, -1.3, -2.1], [-1.5, -3.2, -3.4], [-1.7, -1.3, 2.6], [0.5, -0.9, -1.1], [0.5, 2.6, -0.1], [2.6, -0.2, -0.8], [0.1, -1.6, 0.1], [-0.5, 0.2, -0.4], [1.4, -0.5, -1.8], [-0.8, 0.1, -1.1], [0.5, -1.4, -0.2], [0.1, 0.3, -1.1], [-2.0, -0.3, -1.7], [0.3, 0.4, 0.1], [-1.5, 1.7, -0.4], [0.3, 1.1, 1.0], [0.8, 0.1, 0.9], [-0.4, 0.1, 1.4], [-0.1, -0.3, -0.2], [-0.6, 0.2, 0.0], [-0.5, -0.4, 1.5]],
  "mulliken_charge": [-0.52, -0.12, -0.68, 1.44, -1.30, -1.77, -0.61, -0.33, -0.37, -0.36, -0.31, 0.69, 0.32, 0.32, 0.45, 0.23, 0.36, 0.39, 0.30, 0.37, 0.38, 0.50, 0.44, 0.31, 0.29, 0.25, 0.31]
}

=====

{
  "formula": "C7H15NO5",
  "method": "ωB97M-V/def2-TZVPD",
  "gap_ev": [8.602, 8.601],
  "largest_force_ev_per_a": 4.9,
  "lumo_ev": [-2.3, -2.3],
  "elements": ["N", "O", "O", "O", "C", "C", "C", "C", "C", "C", "C", "O", "O", "H", "H", "H", "H", "H", "H", "H", "H", "H", "H", "H", "H", "H", "H", "H"],
  "positions_angstrom": [[1.9824, -1.1720, -4.1178], [1.7754, -2.3531, -4.4729], [0.9225, -0.3903, -3.9268], [3.1182, -0.6851, -3.9662], [0.7670, 0.8547, 2.7287], [-0.0512, -0.3759, 2.3610], [0.5784, -1.6537, 2.9013], [-0.2367, -0.5417, 0.8386], [-0.8766, 0.6479, 0.1179], [-1.0044, 0.6200, -1.3685], [-1.9532, 1.7012, -1.8052], [0.3067, 0.8520, -1.9636], [0.8058, -0.4356, -2.2288], [1.7525, 0.8284, 2.2500], [0.2662, 1.7811, 2.4375], [0.9180, 0.8923, 3.8114], [-1.0530, -0.2655, 2.7985], [1.5655, -1.8120, 2.4536], [0.6934, -1.6020, 3.9849], [-0.0436, -2.5233, 2.6713], [0.7439, -0.7666, 0.3906], [-0.8847, -1.4160, 0.6705], [-1.8965, 0.7527, 0.5004], [-0.3425, 1.5730, 0.3990], [-1.2618, -0.3715, -1.7598], [-2.8783, 1.5817, -1.2235], [-1.5211, 2.6912, -1.6265], [-2.1922, 1.5881, -2.8551]],
  "atomic_forces_ev_per_a": [[3.8, -2.9, -0.9], [-0.1, 2.8, 0.8], [-1.2, 0.3, 2.4], [-2.8, -0.6, -0.1], [0.1, 0.0, 0.1], [-0.3, 0.0, -0.5], [0.0, 0.0, 0.1], [0.0, -0.1, -0.4], [0.2, 0.2, 1.5], [-0.1, -0.4, -0.3], [-0.2, 0.0, -0.3], [0.9, -2.4, -0.1], [-0.1, 2.7, -2.2], [-0.1, 0.0, 0.0], [0.1, -0.1, 0.0], [0.0, 0.0, -0.1], [0.1, 0.0, 0.0], [-0.1, 0.0, 0.1], [0.1, 0.0, 0.0], [0.1, 0.0, 0.0], [-0.1, 0.0, 0.1], [0.3, 0.0, 0.0], [0.1, 0.1, 0.1], [-0.2, -0.2, -0.2], [-0.4, 0.2, 0.2], [0.3, 0.2, -0.3], [-0.2, -0.1, 0.0], [-0.1, 0.2, -0.2]],
  "mulliken_charge": [0.97, -0.47, -0.23, -0.47, -1.45, 0.79, -1.57, -0.82, -0.86, 0.63, -1.49, -0.19, -0.10, 0.30, 0.36, 0.43, 0.23, 0.35, 0.43, 0.38, 0.27, 0.33, 0.26, 0.28, 0.53, 0.38, 0.35, 0.40]
}

=====

{
  "formula": "C7H15NOS3",
  "method": "ωB97M-V/def2-TZVPD",
  "gap_ev": 8.048,
  "largest_force_ev_per_a": 5.9,
  "lumo_ev": -0.1,
  "elements": ["C", "C", "C", "C", "C", "C", "C", "H", "H", "H", "H", "H", "H", "H", "H", "H", "H", "H", "H", "H", "H", "H", "N", "O", "S", "S", "S"],
  "positions_angstrom": [[1.3569, -1.8091, 1.9641], [1.6963, -1.4694, 0.5607], [2.3961, 0.8841, 0.7840], [1.5219, 1.6629, 1.8095], [0.8881, 0.2476, -0.9684], [-2.6700, -0.3362, -0.1212], [-2.2336, 0.7537, 0.7654], [0.4036, -1.1897, 2.4572], [2.2905, -1.4291, 2.4469], [1.5145, -2.8504, 2.0372], [2.8139, -1.5952, 0.4813], [1.1611, -2.1193, -0.1392], [2.6647, 1.5352, 0.0039], [3.2607, 0.2722, 1.3133], [0.7794, 2.4175, 1.4077], [2.1952, 2.3675, 2.4295], [1.0007, 0.8627, 2.4445], [-3.6663, -0.9675, 0.0517], [-2.7622, -0.0740, -1.3093], [-1.7833, 0.1813, 1.5877], [-1.4180, 1.1831, 0.0722], [-3.5860, 2.4191, 1.0199], [1.6496, -0.1160, 0.0623], [-3.2709, 1.5735, 1.5176], [0.8378, 1.7234, -1.7292], [-0.0682, -0.8893, -1.7052], [-1.2686, -1.6085, -0.1685]],
  "atomic_forces_ev_per_a": [[-0.1, 4.0, 2.2], [1.6, -0.5, -1.9], [0.2, -1.0, 1.8], [0.3, 0.4, 1.3], [1.4, 1.9, 1.0], [-2.6, -2.8, -4.5], [0.1, 0.8, 1.2], [2.4, -2.4, -1.4], [-1.0, 0.0, 0.8], [-1.0, -1.3, 0.5], [-0.9, -1.0, -0.1], [0.7, 0.2, 0.1], [1.4, 1.1, -0.6], [-1.5, 1.8, -1.1], [0.7, -1.4, -0.1], [-0.9, -1.5, -0.6], [0.6, 1.6, -0.5], [2.2, 1.5, 0.3], [0.1, -0.2, 2.9], [0.3, 0.9, 0.1], [-1.1, 0.8, 1.8], [1.1, -2.4, 0.9], [-1.7, 0.3, 0.5], [0.8, 1.0, -2.9], [0.4, 0.4, 0.1], [-2.7, -2.4, -1.5], [-0.9, 0.4, -0.3]],
  "mulliken_charge": [-1.05, -1.10, -0.90, -0.69, 0.42, -0.60, 0.15, 0.12, 0.36, 0.38, 0.44, 0.73, 0.52, 0.36, 0.22, 0.34, 0.14, 0.34, 0.28, 0.07, 0.13, 0.31, 0.12, -0.58, -0.25, -0.21, -0.06]
}

=====

So what do the calculations give for ΔE to the lowest compared entry with this formula, charge and spin? Going down the list: 4.663, 4.611, 3.009, 3.561, 9.873, 2.424 eV.
So what do the calculations give for E? Going down the list: -13083.6181, -13083.6700, -23919.0384, -24414.1212, -19219.9503, -43542.4222 eV.